1.
{"formula": "C37H58BrClFIN5O9S2", "method": "ωB97M-V/def2-TZVPD", "elements": ["C", "C", "C", "Cl", "C", "N", "N", "Br", "C", "C", "C", "C", "S", "C", "S", "N", "C", "C", "N", "C", "C", "I", "C", "C", "O", "N", "C", "O", "F", "H", "H", "H", "H", "H", "H", "H", "H", "H", "H", "H", "H", "H", "H", "H", "H", "C", "C", "O", "C", "H", "H", "H", "H", "H", "H", "C", "C", "O", "C", "H", "H", "H", "H", "H", "H", "C", "C", "O", "C", "H", "H", "H", "H", "H", "H", "C", "C", "O", "C", "H", "H", "H", "H", "H", "H", "C", "C", "O", "C", "H", "H", "H", "H", "H", "H", "C", "C", "O", "C", "H", "H", "H", "H", "H", "H", "C", "C", "O", "C", "H", "H", "H", "H", "H", "H"], "positions_angstrom": [[-7.5143, -1.6558, -1.3529], [-6.4222, -0.5979, -1.4002], [-5.1801, -1.0485, -0.6396], [-5.4730, -1.0160, 1.1052], [-3.9631, -0.1994, -0.9191], [-4.2164, 1.0452, -1.2164], [-3.1958, 1.8482, -1.4612], [-3.7736, 3.5637, -1.8580], [-1.9043, 1.5251, -1.4513], [-0.8933, 2.5730, -1.7421], [-0.6472, 3.5265, -0.5498], [0.5796, 3.1483, 0.2679], [0.0716, 2.0860, 1.6512], [1.7181, 1.7548, 2.2659], [2.6333, 0.5654, 1.6604], [2.1463, 2.6263, 3.2342], [3.4026, 2.6652, 3.8256], [3.3563, 3.6719, 4.7109], [2.1167, 4.2866, 4.7146], [1.4196, 3.6561, 3.8395], [-1.6063, 0.1710, -1.1515], [0.3675, -0.4307, -1.0023], [-2.6295, -0.6879, -0.8855], [-2.4164, -2.1408, -0.5442], [-2.7063, -2.5554, 0.5368], [-1.9481, -2.9377, -1.5919], [-1.4820, -4.2241, -1.1672], [-2.1207, -5.2122, -1.0645], [-0.1438, -4.1560, -0.9329], [-8.0309, -1.6895, -0.3987], [-7.1195, -2.6333, -1.6115], [-8.2643, -1.4166, -2.1068], [-6.1294, -0.4312, -2.4406], [-6.7585, 0.3637, -1.0179], [-4.9579, -2.0656, -0.9646], [0.0480, 2.1093, -2.0112], [-1.2005, 3.1512, -2.6119], [-0.4570, 4.5077, -0.9690], [-1.5191, 3.5851, 0.1012], [1.0852, 4.0303, 0.6531], [1.3022, 2.5940, -0.3281], [4.1998, 1.9911, 3.5793], [4.1592, 3.9924, 5.3514], [0.4024, 3.8903, 3.5811], [-1.2109, -2.4590, -2.1060], [2.1240, 5.7970, -4.2118], [2.0558, 5.6210, -2.7184], [1.4150, 4.7216, -2.2089], [2.8281, 6.5868, -1.8705], [1.5310, 5.0309, -4.7059], [1.7479, 6.7831, -4.4874], [3.1598, 5.7253, -4.5451], [2.4917, 7.6084, -2.0586], [3.8915, 6.5221, -2.0982], [2.6847, 6.3458, -0.8210], [-2.6736, 4.9129, 5.1162], [-2.0076, 5.8173, 4.1104], [-0.9908, 5.4914, 3.5393], [-2.6610, 7.1511, 3.8557], [-2.1085, 3.9892, 5.2155], [-2.7252, 5.4089, 6.0862], [-3.6923, 4.6848, 4.7982], [-2.7127, 7.7237, 4.7825], [-3.6793, 7.0054, 3.4914], [-2.0868, 7.7079, 3.1198], [-5.5076, -6.5238, -0.3983], [-6.3911, -5.8979, -1.4455], [-7.0171, -4.8829, -1.2237], [-6.4669, -6.6057, -2.7719], [-5.5389, -5.9307, 0.5130], [-5.8509, -7.5391, -0.1949], [-4.4797, -6.5778, -0.7593], [-6.8474, -7.6167, -2.6218], [-5.4738, -6.6692, -3.2211], [-7.1309, -6.0595, -3.4390], [4.7870, 4.3823, 1.4087], [5.6271, 5.4701, 0.7734], [5.4763, 5.7769, -0.3877], [6.6442, 6.1396, 1.6556], [4.0941, 3.9768, 0.6729], [5.4294, 3.5818, 1.7789], [4.2275, 4.7861, 2.2554], [7.3589, 5.4076, 2.0291], [6.1430, 6.6073, 2.5059], [7.1852, 6.8925, 1.0909], [2.1516, -9.0825, -1.2245], [2.6177, -7.8253, -1.9187], [3.4134, -7.8536, -2.8247], [2.0335, -6.5220, -1.4224], [2.6387, -9.9462, -1.6692], [2.3942, -9.0362, -0.1618], [1.0694, -9.1851, -1.3213], [2.2714, -6.3822, -0.3667], [0.9481, -6.5347, -1.5293], [2.4476, -5.6982, -1.9993], [10.8070, 3.7995, 2.1375], [10.8108, 5.1991, 1.5703], [9.7909, 5.7473, 1.2230], [12.1531, 5.8781, 1.4585], [9.7897, 3.4167, 2.1672], [11.4218, 3.1438, 1.5194], [11.2231, 3.8032, 3.1460], [12.8150, 5.2950, 0.8165], [12.6170, 5.9551, 2.4430], [12.0264, 6.8726, 1.0392], [-4.9860, -11.2442, -0.7610], [-5.8631, -10.6418, -1.8297], [-6.4795, -9.6176, -1.6411], [-5.9365, -11.3782, -3.1434], [-5.0171, -10.6265, 0.1330], [-5.3313, -12.2500, -0.5180], [-3.9575, -11.3163, -1.1182], [-6.3151, -12.3888, -2.9843], [-4.9418, -11.4548, -3.5851], [-6.5967, -10.8491, -3.8259]], "lowdin_charge": [-0.09, -0.28, -0.64, 0.74, -0.21, 0.12, -0.42, 1.00, -0.27, -0.21, -0.26, -0.46, 0.85, -1.04, 0.68, -0.13, -0.11, -0.13, 0.10, -0.17, -0.51, 1.22, -0.09, -0.48, 0.17, 0.18, -0.46, 0.22, 0.10, 0.08, 0.05, 0.08, 0.12, 0.11, 0.12, 0.06, 0.10, 0.10, 0.09, 0.09, 0.05, 0.10, 0.11, 0.06, 0.08, -0.01, -0.47, 0.05, -0.01, 0.08, 0.09, 0.09, 0.09, 0.08, 0.08, -0.01, -0.49, 0.04, -0.02, 0.08, 0.09, 0.09, 0.09, 0.09, 0.08, -0.01, -0.48, 0.05, -0.02, 0.08, 0.07, 0.07, 0.06, 0.09, 0.08, -0.02, -0.48, 0.06, -0.02, 0.08, 0.09, 0.08, 0.07, 0.09, 0.08, -0.02, -0.51, 0.08, -0.03, 0.08, 0.09, 0.08, 0.09, 0.07, 0.08, -0.02, -0.50, 0.06, -0.02, 0.08, 0.09, 0.09, 0.09, 0.09, 0.08, -0.02, -0.49, 0.05, -0.02, 0.08, 0.09, 0.09, 0.09, 0.09, 0.08], "gap_ev": 6.362, "e_tot_ev": -180233.248, "charge": 1, "max_force_ev_per_a": 1.2}

---

2.
{"formula": "C4H8N5O", "method": "ωB97M-V/def2-TZVPD", "elements": ["C", "C", "C", "C", "N", "N", "N", "N", "N", "O", "H", "H", "H", "H", "H", "H", "H", "H"], "positions_angstrom": [[-1.5416, -1.5618, -1.5612], [-1.5905, -1.5260, 0.7797], [1.9685, 1.7850, 0.1590], [-1.7743, -2.4708, -0.3630], [-0.5551, -0.7313, -1.3844], [-0.7110, -0.5918, 0.7801], [2.5215, 2.8060, 0.9233], [0.8270, 1.7860, -0.4689], [0.0804, -0.5781, -0.2638], [2.6522, 0.7097, 0.0435], [-2.4264, -1.4074, -2.2202], [-2.2068, -1.5100, 1.6835], [-2.8076, -2.8982, -0.4993], [-1.0951, -3.1904, -0.1534], [1.9977, 3.7507, 0.9148], [3.5978, 2.7716, 0.9634], [0.1272, 2.5966, -0.3265], [2.2377, 0.1374, -0.5291]], "lowdin_charge": [0.00, -0.06, -0.60, -0.09, 0.10, 0.07, 0.16, 0.16, 0.05, 0.16, 0.16, 0.15, 0.16, 0.10, 0.16, 0.16, 0.12, 0.06], "gap_ev": [7.153, 5.818], "e_tot_ev": -13763.485, "charge": 1, "max_force_ev_per_a": 4.6, "relative_energy_ev": 5.063}

---

3.
{"formula": "C5H12N3", "method": "ωB97M-V/def2-TZVPD", "elements": ["C", "C", "C", "N", "C", "N", "C", "N", "H", "H", "H", "H", "H", "H", "H", "H", "H", "H", "H", "H"], "positions_angstrom": [[2.9930, -0.0930, 0.5693], [1.7839, 0.0818, -0.4123], [0.5943, -0.7720, 0.0368], [-0.6797, -0.5083, -0.1200], [-1.2401, 0.8722, -0.6753], [-2.4603, 1.0388, 0.0495], [-2.9548, -0.3035, 0.0543], [-1.8034, -1.2224, 0.2649], [3.1460, -1.1238, 0.9655], [2.7265, 0.4076, 1.5352], [3.7647, 0.5787, 0.1759], [2.1260, -0.3323, -1.4152], [1.5106, 1.0804, -0.4004], [0.8210, -1.8050, 0.2567], [-1.3016, 0.7364, -1.7352], [-0.6590, 1.6790, -0.3654], [-2.3002, 1.6216, 0.9573], [-3.8498, -0.5926, 0.5919], [-3.2983, -0.5127, -1.0225], [-1.6514, -1.7404, 1.0650]], "lowdin_charge": [-0.08, -0.18, 0.02, -0.03, -0.08, -0.02, -0.18, 0.07, 0.09, 0.09, 0.09, 0.15, 0.07, 0.15, 0.14, 0.11, 0.19, 0.13, 0.15, 0.12], "gap_ev": 9.976, "e_tot_ev": -9840.837, "charge": 1, "max_force_ev_per_a": 3.4, "smiles": "CC/C=[N+]1\\CNCN1", "relative_energy_ev": 3.375}